Here is a molecular structure, C36H40As2N2O2Pt from the Open Molecules 2025 dataset. Energies are from ωB97M-V with the def2-TZVPD basis set.

Net charge = +2
Maximum force = 0.57 eV Å⁻¹
HOMO-LUMO gap (spin up / spin down) = 6.644 / 6.643 eV
Calculated total energy = -6246.1684 Ha
HOMO (spin up / spin down) = -13.269 / -13.270 eV
ΔE to the lowest compared entry with this formula, charge and spin = 57.6 kcal/mol
LUMO level (spin up / spin down) = -6.62 / -6.63 eV

Geometry as XYZ:
```
83
Properties=species:S:1:pos:R:3:forces:R:3
Pt -0.131076 -0.013073 0.125061 0.04 -0.41 -0.31
O 3.851078 -2.806165 -4.781462 0.00 -0.12 0.02
C 3.785323 -1.412502 -4.640441 0.07 0.15 -0.12
C 2.836086 -1.078717 -3.528909 -0.14 0.00 0.14
C 2.701211 0.226679 -3.056546 -0.02 -0.09 -0.04
C 1.799141 0.482540 -2.053530 -0.03 0.06 0.09
N 1.040017 -0.481788 -1.500288 -0.46 0.08 0.33
C 1.175936 -1.762507 -1.908174 0.12 0.23 0.02
C 2.064814 -2.064746 -2.932398 0.00 -0.06 0.09
C 0.382237 -2.804313 -1.214086 -0.31 -0.29 0.16
C 0.333583 -4.106895 -1.697165 -0.08 0.17 0.10
C -0.436197 -5.052336 -1.031657 0.01 0.08 0.02
C -0.492629 -6.471259 -1.518921 -0.09 -0.13 0.10
O 0.174606 -6.556567 -2.753254 0.05 0.02 -0.10
C -1.146640 -4.646671 0.092736 0.07 -0.04 -0.11
C -1.045000 -3.332857 0.510740 -0.01 -0.04 0.03
N -0.294536 -2.430678 -0.111921 0.48 0.10 -0.28
H 4.489515 -3.040569 -5.463304 -0.03 0.04 0.02
H 3.414025 -0.932377 -5.557201 0.04 0.01 0.06
H 4.764213 -0.972507 -4.412703 -0.04 -0.02 0.01
H 3.288986 1.039155 -3.460665 0.02 0.02 -0.01
H 1.663973 1.477690 -1.649576 0.03 -0.06 -0.03
H 2.189797 -3.084474 -3.258644 0.03 0.00 -0.02
H 0.863140 -4.409232 -2.585847 0.00 -0.01 -0.02
H -1.542765 -6.776524 -1.602667 0.04 0.02 0.01
H -0.020810 -7.112886 -0.763228 -0.04 0.03 -0.01
H 0.147301 -7.462093 -3.078791 0.00 0.02 0.04
H -1.771159 -5.342682 0.635779 -0.03 0.00 0.04
H -1.589237 -2.983249 1.379431 0.01 -0.03 0.01
C -4.088388 0.867004 0.074161 0.12 -0.12 -0.08
C -3.202563 1.949700 -0.529986 0.07 -0.13 -0.04
As -1.595728 1.187370 -1.336177 -0.06 0.14 -0.04
C -2.233200 -0.148315 -2.622241 0.07 0.04 0.07
C -3.234052 0.375881 -3.645546 0.02 0.11 0.06
C -0.763647 2.633749 -2.374990 0.08 -0.07 0.15
C -1.730704 3.702737 -2.871828 -0.11 -0.06 0.07
H -4.948981 1.311511 0.571649 -0.02 0.04 0.01
H -3.542973 0.272822 0.810601 -0.06 0.01 -0.13
H -4.466987 0.193501 -0.695799 -0.02 0.00 0.01
H -2.874302 2.662619 0.226036 0.02 0.00 -0.09
H -3.728341 2.508627 -1.305594 0.07 -0.04 -0.04
H -2.655035 -0.964047 -2.028928 0.04 0.07 0.02
H -1.342480 -0.545206 -3.117292 0.00 0.04 0.07
H -4.099097 0.836670 -3.167585 -0.02 0.00 -0.02
H -3.600350 -0.440442 -4.266497 0.01 -0.03 0.01
H -2.777307 1.109668 -4.308502 -0.01 0.02 -0.02
H -0.239959 2.159486 -3.207920 -0.01 -0.03 0.04
H -0.010794 3.082431 -1.720246 -0.03 -0.06 -0.02
H -2.499203 3.290890 -3.523876 -0.02 0.01 -0.01
H -1.187750 4.457720 -3.437594 0.05 0.00 -0.02
H -2.223697 4.208795 -2.042614 -0.01 0.03 -0.01
C 2.667661 0.471334 6.891989 0.01 -0.01 0.04
C 2.218995 -0.741240 6.390552 0.00 -0.01 -0.01
C 1.876506 -0.849529 5.052217 -0.02 -0.10 -0.11
C 1.966823 0.263264 4.221829 -0.17 -0.33 -0.03
C 2.418969 1.476246 4.721103 -0.06 0.11 -0.18
C 2.771184 1.573226 6.058375 0.02 0.02 0.04
As 1.434205 0.035249 2.348847 0.23 0.47 0.02
C -0.490688 0.450348 2.397321 -0.01 0.22 -0.41
C -1.508246 -0.369893 2.923207 -0.11 -0.09 0.04
C -2.732684 0.169620 3.242317 0.08 -0.12 0.08
C -2.961423 1.534706 3.045678 0.11 0.08 0.06
C -1.987610 2.359566 2.517127 0.09 -0.01 0.01
C -0.735215 1.833329 2.187187 -0.20 -0.07 0.16
C 0.438789 2.606726 1.754878 0.34 0.01 -0.06
C 0.426068 3.933144 1.344821 0.03 -0.07 -0.01
C 1.604001 4.525628 0.901210 -0.03 -0.01 0.01
C 2.784355 3.799182 0.867205 0.01 -0.01 0.01
C 2.807836 2.470281 1.287042 0.05 -0.04 0.02
C 1.644530 1.876861 1.738544 -0.17 0.17 0.01
H 2.944332 0.555627 7.933418 0.01 0.00 0.03
H 2.146916 -1.603671 7.037766 -0.01 -0.03 0.01
H 1.549794 -1.805748 4.657536 0.01 0.01 0.02
H 2.498253 2.347557 4.084004 0.00 0.00 0.01
H 3.127934 2.516093 6.447871 0.01 0.03 0.01
H -1.300573 -1.415520 3.118370 -0.03 0.00 0.00
H -3.511008 -0.447593 3.667791 -0.01 -0.04 0.01
H -3.917375 1.952922 3.330773 -0.03 0.04 0.00
H -2.181784 3.417828 2.408001 0.00 0.04 0.00
H -0.487906 4.512974 1.367760 -0.03 0.01 0.01
H 1.600735 5.560530 0.588452 -0.01 0.02 0.00
H 3.696769 4.270781 0.529637 0.03 0.01 -0.01
H 3.740464 1.918606 1.275574 0.00 0.01 0.00
```
Positions in Å, forces in eV/Å.